180
Properties=species:S:1:pos:R:3 method="wB97M-V/def2-TZVPD" e_homo_ev=-9.03 total_charge=0 gap_ev=8.08 e_tot_ha=-5980.62539
Cs 2.205 2.026 -4.458
As 5.911 -1.132 -2.982
F 6.456 -0.619 -4.674
F 4.381 -0.130 -3.135
F 6.763 0.329 -2.332
F 5.120 -2.584 -3.672
F 7.482 -2.015 -2.694
F 5.345 -1.562 -1.329
O 6.018 2.106 4.598
O 3.379 2.226 -7.474
O 9.533 -4.387 -7.673
O -0.566 0.688 -4.456
O 4.456 0.076 -6.098
O 6.777 3.006 -2.457
O 3.343 3.785 -1.255
O 5.009 3.672 -4.648
O 0.712 3.325 -0.813
O 4.624 -5.749 -7.237
O 10.590 -4.999 -4.343
O 10.117 0.556 -7.119
O 4.732 -6.152 -1.078
O 11.262 0.103 -1.527
O 4.623 1.472 2.119
O 10.335 -1.743 0.338
O 10.831 -4.367 -0.431
O 3.495 -4.431 -2.863
O 2.567 -0.112 2.129
N 5.181 4.786 -0.948
N 9.015 -3.525 -4.930
N 9.419 -3.855 -2.822
N 3.372 5.899 -0.710
C 7.398 1.205 6.218
C 4.125 -6.585 -5.077
C 11.384 -6.593 -0.486
C 7.331 0.366 3.802
C 6.530 0.940 5.052
C 3.846 5.706 -5.004
C 9.134 -1.027 0.232
C 11.521 -0.447 -2.793
C -1.238 0.269 -3.225
C 3.041 -1.125 1.288
C 4.667 -4.445 0.627
C 4.504 -5.347 -5.887
C 5.514 -5.539 -0.090
C 8.544 2.753 -0.827
C 4.256 2.759 -8.420
C 6.837 -5.098 -0.734
C 5.926 -4.846 -5.555
C 9.114 0.536 -6.166
C 10.797 -5.317 1.727
C 8.159 3.321 -2.210
C 8.279 -4.687 -8.130
C 12.175 0.652 -3.565
C 5.494 -1.032 -7.955
C 5.120 5.100 -4.532
C 8.846 2.762 -3.375
C 4.437 -1.182 -6.803
C 2.328 -3.652 -2.481
C 9.710 -4.195 -4.049
C 0.383 2.111 -0.308
C -0.517 -1.013 -2.774
C -2.700 0.215 -3.334
C 10.519 -5.556 0.227
C 6.326 5.460 -5.456
C 12.395 -1.673 -2.653
C 5.088 1.358 0.801
C 3.949 4.741 -0.987
C 2.997 -1.446 -7.287
H 8.024 3.249 -0.007
H 2.772 -2.443 -7.664
H 4.128 3.840 -8.464
H 5.281 2.588 -8.091
H 11.469 -7.582 -0.034
H 5.746 0.193 5.185
H -3.083 1.057 -3.911
H 3.056 -6.788 -5.006
H 8.363 -0.136 -6.580
H 5.621 -6.343 0.638
H 5.629 0.419 0.685
H 9.892 -4.367 -2.092
H 7.865 -5.625 -7.759
H 6.612 -5.666 -5.767
H 9.343 -0.160 0.858
H 7.465 -4.439 -0.135
H 4.469 -3.618 -0.055
H 8.312 1.689 -0.851
H 7.662 -3.851 -7.801
H 11.979 -2.390 -1.945
H 2.607 -2.040 1.689
H 13.116 0.934 -3.094
H 7.833 0.246 6.502
H 2.695 -0.634 -7.949
H 4.491 -5.429 -1.662
H -0.315 -1.721 -3.577
H 10.903 -6.691 -1.459
H 8.752 3.214 -4.362
H 5.837 2.124 0.599
H 4.519 -6.508 -4.063
H 4.141 -3.769 -3.119
H 5.089 -0.333 -8.687
H 1.391 -4.204 -2.406
H 5.710 3.369 -4.067
H 4.011 6.701 -5.416
H -3.197 0.222 -2.364
H 4.794 -5.015 -7.832
H 8.438 -1.732 0.688
H 5.208 -4.021 1.473
H 5.242 0.160 -5.554
H 6.828 1.392 7.127
H 9.385 0.120 -5.195
H 4.526 -7.516 -5.476
H -0.938 1.072 -2.551
H 2.740 -1.041 0.244
H 9.885 2.954 -3.107
H 4.116 -1.295 1.344
H 5.987 5.384 -6.489
H 8.249 4.407 -2.210
H 3.184 5.832 -4.147
H 2.371 5.958 -0.835
H 6.738 -4.540 -1.666
H 10.296 -2.658 0.050
H 6.427 -0.696 -7.504
H 0.502 -0.785 -2.461
H 8.771 1.679 -3.481
H -3.088 -0.649 -3.875
H 3.695 -4.809 0.961
H 12.631 -2.124 -3.617
H 7.066 4.672 -5.317
H 3.724 -4.604 -5.725
H 9.188 -3.843 -5.873
H 10.587 -0.281 -7.089
H 10.177 -4.509 2.115
H 11.711 -4.148 -0.114
H -1.021 -1.497 -1.938
H 8.118 -0.319 4.119
H 8.072 2.054 6.105
H 11.601 1.553 -3.781
H 9.962 -5.193 -7.377
H 2.380 -1.410 -6.389
H 12.417 -6.346 -0.729
H 10.613 -6.236 2.283
H 2.181 -2.928 -3.282
H 5.375 5.573 -3.584
H 11.856 -5.083 1.834
H 3.693 1.420 -7.056
H 1.667 3.394 -0.741
H 9.582 3.007 -0.616
H 6.095 -4.594 -4.508
H 5.672 4.061 -1.451
H 6.169 -4.023 -6.227
H 9.480 -5.824 0.031
H 1.006 1.909 0.563
H 3.350 5.107 -5.767
H 10.929 -0.643 -1.023
H 1.811 -0.489 2.586
H 4.254 1.315 0.100
H -0.665 2.163 -0.012
H 4.023 2.346 -9.402
H 5.650 1.928 3.729
H -1.022 0.136 -5.095
H 4.707 -1.916 -6.043
H 8.260 -4.615 -9.217
H 3.954 0.786 2.175
H 3.909 6.716 -0.458
H 8.656 -3.234 -2.592
H 12.417 0.261 -4.553
H 7.549 -5.873 -1.016
H 10.580 -0.733 -3.264
H 5.567 5.689 -0.710
H 0.542 1.268 -0.982
H 2.530 -3.099 -1.564
H 7.845 1.192 3.309
H 8.636 1.510 -6.071
H 8.871 -0.806 -0.802
H 8.330 -2.828 -4.675
H 6.799 2.052 -2.349
H 6.605 -0.027 3.089
H 13.403 -1.496 -2.280
H 6.801 6.428 -5.298
H 5.578 -1.975 -8.496